1.
{
  "formula": "C35H48F6N8O4PS2SbTi",
  "method": "ωB97M-V/def2-TZVPD",
  "elements": ["Ti", "C", "C", "C", "C", "C", "C", "N", "Sb", "C", "C", "C", "C", "C", "C", "N", "C", "C", "C", "C", "C", "C", "N", "H", "H", "H", "H", "H", "H", "H", "H", "H", "H", "H", "H", "H", "H", "H", "H", "H", "H", "F", "C", "F", "F", "S", "O", "O", "N", "S", "O", "O", "C", "F", "F", "F", "N", "P", "N", "C", "C", "C", "C", "C", "N", "C", "C", "C", "C", "C", "N", "C", "C", "C", "C", "C", "H", "H", "H", "H", "H", "H", "H", "H", "H", "H", "H", "H", "H", "H", "H", "H", "H", "H", "H", "H", "H", "H", "H", "H", "H", "H", "H", "H", "H", "H"],
  "positions_angstrom": [[-1.041, -0.939, -0.762], [-2.704, 1.971, -1.348], [-2.607, 1.782, 0.135], [-2.913, 2.858, 0.971], [-2.865, 2.712, 2.340], [-2.538, 1.470, 2.858], [-2.252, 0.436, 1.982], [-2.264, 0.586, 0.651], [-2.031, -1.481, 2.912], [-3.866, -2.176, 2.048], [-4.955, -2.463, 2.854], [-6.145, -2.825, 2.233], [-6.187, -2.883, 0.856], [-5.041, -2.579, 0.114], [-5.049, -2.629, -1.384], [-3.903, -2.232, 0.717], [-0.754, -2.683, 1.631], [0.109, -3.477, 2.367], [0.722, -4.563, 1.756], [0.385, -4.866, 0.457], [-0.466, -4.022, -0.255], [-0.912, -4.389, -1.635], [-0.962, -2.906, 0.314], [-3.054, 2.977, -1.574], [-1.743, 1.825, -1.839], [-3.367, 1.239, -1.800], [-3.186, 3.804, 0.524], [-3.090, 3.545, 2.994], [-2.502, 1.305, 3.928], [-4.880, -2.410, 3.933], [-7.024, -3.058, 2.822], [-7.098, -3.159, 0.341], [-5.252, -3.643, -1.736], [-5.832, -1.983, -1.786], [-4.094, -2.283, -1.770], [0.279, -3.266, 3.414], [1.412, -5.188, 2.308], [0.779, -5.746, -0.032], [-0.643, -5.421, -1.852], [-1.995, -4.276, -1.707], [-0.459, -3.758, -2.392], [-3.369, -2.591, -6.366], [-3.264, -1.274, -6.158], [-4.449, -0.720, -6.455], [-2.357, -0.781, -6.995], [-2.896, -0.894, -4.356], [-2.302, -0.760, -1.795], [-2.685, 0.557, -4.392], [-1.493, -1.748, -4.430], [-0.103, -1.592, -3.864], [0.822, -2.500, -4.473], [0.080, -1.581, -2.374], [0.493, 0.103, -4.328], [1.831, 0.132, -4.293], [0.036, 1.031, -3.486], [0.102, 0.395, -5.559], [0.447, 0.034, -0.024], [1.689, 0.776, 0.514], [1.693, 2.411, 0.153], [1.163, 2.826, -1.145], [0.806, 4.319, -1.134], [0.494, 4.772, 0.287], [1.759, 4.662, 1.142], [2.567, 3.409, 0.753], [3.095, 0.028, 0.009], [4.401, 0.626, 0.289], [5.066, 1.082, -1.002], [5.381, -0.135, -1.886], [4.393, -1.279, -1.612], [3.019, -0.744, -1.246], [1.937, 0.828, 2.169], [1.009, 1.584, 3.003], [1.723, 2.140, 4.228], [2.395, 1.012, 5.008], [3.286, 0.176, 4.094], [2.498, -0.311, 2.884], [0.280, 2.224, -1.336], [1.878, 2.618, -1.953], [-0.038, 4.490, -1.805], [1.637, 4.914, -1.523], [-0.288, 4.129, 0.700], [0.110, 5.794, 0.301], [1.496, 4.629, 2.203], [2.384, 5.547, 1.000], [3.047, 2.987, 1.632], [3.366, 3.680, 0.049], [5.047, -0.101, 0.800], [4.272, 1.456, 0.982], [5.970, 1.658, -0.790], [4.373, 1.756, -1.515], [6.400, -0.480, -1.693], [5.343, 0.151, -2.939], [4.757, -1.905, -0.792], [4.300, -1.928, -2.483], [2.300, -1.550, -1.124], [2.649, -0.122, -2.066], [0.192, 0.926, 3.340], [0.553, 2.375, 2.408], [1.006, 2.669, 4.861], [2.473, 2.870, 3.908], [1.618, 0.364, 5.432], [2.965, 1.410, 5.850], [3.700, -0.678, 4.635], [4.128, 0.780, 3.741], [1.686, -0.973, 3.228], [3.120, -0.887, 2.202]],
  "mulliken_charge": [0.10, -1.41, 0.94, -1.01, -0.69, -0.84, -0.28, 1.12, 0.91, 0.19, -1.16, -0.32, -0.93, 0.74, -0.90, 0.13, 0.00, -0.71, -0.88, -0.95, 0.78, -1.13, 1.22, 0.53, -0.06, 0.10, 0.46, 0.42, 0.47, 0.43, 0.41, 0.48, 0.37, 0.36, -0.24, 0.54, 0.45, 0.48, 0.53, 0.14, -0.04, -0.24, 0.54, -0.24, -0.20, 0.50, 0.32, -0.62, -0.30, 1.05, -0.69, -0.55, 0.39, -0.25, -0.12, -0.23, 1.31, -2.35, 1.40, 0.97, -1.26, -0.01, -1.14, -0.77, 0.34, -0.63, -0.62, -0.85, -1.15, 0.12, 0.74, 0.50, -1.09, -0.80, -1.01, -0.25, -1.22, 0.07, 0.51, 0.41, -0.35, 0.53, 0.33, 0.44, 0.29, 0.60, 0.48, 0.32, 0.51, 0.05, 0.36, 0.39, 0.34, 0.50, -0.26, -0.04, -0.25, -0.12, 0.34, 0.35, 0.25, 0.49, 0.40, 0.27, -0.10, 0.56],
  "de_lowest_kcal_mol": 9.9,
  "homo_ev": -8.15,
  "lumo_ev": -0.49,
  "gap_ev": 7.7,
  "max_force_ev_per_a": 0.660
}



2.
{
  "formula": "C6H14N2O2",
  "method": "ωB97M-V/def2-TZVPD",
  "elements": ["C", "N", "C", "C", "O", "H", "H", "H", "H", "H", "H", "H", "C", "N", "C", "C", "O", "H", "H", "H", "H", "H", "H", "H"],
  "positions_angstrom": [[-1.925, 1.498, 0.340], [-2.009, 0.870, -0.961], [-0.989, 0.960, -1.827], [-1.121, 0.032, -3.182], [0.048, 1.660, -1.748], [-1.861, 0.527, 1.100], [-1.128, 2.357, 0.333], [-2.833, 2.151, 0.509], [-2.500, 0.045, -1.044], [-2.054, -0.297, -3.358], [-0.504, 0.526, -3.790], [-0.443, -1.012, -3.052], [1.142, -2.747, 1.388], [1.625, -1.365, 1.067], [1.481, -0.265, 1.859], [1.743, 1.128, 1.252], [0.924, -0.420, 2.962], [0.894, -2.839, 2.453], [0.139, -2.854, 0.931], [1.812, -3.471, 0.849], [2.149, -1.261, 0.197], [2.738, 1.432, 1.100], [1.165, 1.521, 0.476], [1.507, 1.825, 2.145]],
  "mulliken_charge": [-0.65, -0.21, 0.77, -1.25, -0.63, 0.23, 0.24, 0.27, 0.23, 0.41, 0.41, 0.21, -0.79, -0.20, 0.71, -1.05, -0.66, 0.30, 0.26, 0.28, 0.23, 0.45, 0.19, 0.28],
  "de_lowest_kcal_mol": 70.9,
  "smiles": "CNC(C)=O.CNC(C)=O",
  "homo_ev": -9.41,
  "lumo_ev": 0.56,
  "gap_ev": 10.0,
  "max_force_ev_per_a": 7.673
}



3.
{
  "formula": "C11H29N4O6PS",
  "method": "ωB97M-V/def2-TZVPD",
  "elements": ["C", "P", "C", "O", "S", "O", "O", "N", "H", "H", "H", "H", "H", "H", "H", "H", "C", "C", "O", "N", "C", "H", "H", "H", "H", "H", "H", "H", "C", "C", "O", "N", "C", "H", "H", "H", "H", "H", "H", "H", "C", "C", "O", "N", "C", "H", "H", "H", "H", "H", "H", "H"],
  "positions_angstrom": [[2.391, 1.398, 1.087], [1.102, 0.813, -0.117], [0.285, -0.757, 0.460], [-0.041, 2.053, -0.477], [-1.236, 2.274, 0.668], [-0.734, 1.751, 1.973], [-2.394, 1.189, 0.071], [-3.383, 0.878, 1.033], [3.320, 0.868, 0.859], [2.567, 2.471, 0.948], [2.157, 1.151, 2.137], [-0.812, -0.711, 0.487], [0.540, -1.604, -0.190], [0.602, -0.978, 1.493], [-3.356, 1.501, 1.836], [-3.185, -0.070, 1.328], [6.799, 3.467, -0.618], [5.437, 2.832, -0.510], [5.222, 1.874, 0.217], [4.432, 3.359, -1.258], [4.485, 4.484, -2.172], [7.489, 2.938, 0.034], [7.168, 3.401, -1.642], [6.757, 4.511, -0.304], [3.551, 2.882, -1.140], [3.779, 5.247, -1.839], [4.194, 4.147, -3.168], [5.480, 4.916, -2.218], [2.309, -3.175, -2.538], [1.141, -4.093, -2.785], [0.428, -4.494, -1.879], [0.893, -4.470, -4.068], [1.618, -4.102, -5.270], [2.377, -2.965, -1.474], [3.239, -3.649, -2.856], [2.167, -2.233, -3.068], [0.098, -5.081, -4.158], [0.936, -3.599, -5.958], [1.996, -5.007, -5.749], [2.451, -3.442, -5.049], [-7.041, 0.346, 4.790], [-6.029, -0.108, 3.772], [-5.016, 0.531, 3.535], [-6.275, -1.270, 3.112], [-7.410, -2.162, 3.253], [-6.707, 1.282, 5.229], [-8.009, 0.512, 4.315], [-7.139, -0.394, 5.585], [-5.558, -1.511, 2.447], [-7.052, -3.150, 3.551], [-7.917, -2.249, 2.290], [-8.114, -1.801, 3.995]],
  "mulliken_charge": [-1.02, 0.27, -0.56, -0.32, 0.55, -0.50, -0.28, -0.29, 0.32, 0.31, 0.42, 0.09, 0.16, 0.32, 0.29, 0.22, -1.37, 0.89, -0.61, -0.03, -0.92, 0.31, 0.36, 0.35, 0.08, 0.29, 0.29, 0.36, -1.29, 0.76, -0.65, -0.17, -0.79, 0.27, 0.43, 0.36, 0.22, 0.27, 0.27, 0.32, -1.33, 0.80, -0.61, -0.14, -0.85, 0.28, 0.37, 0.37, 0.19, 0.29, 0.28, 0.33],
  "homo_ev": -7.66,
  "lumo_ev": 0.79,
  "gap_ev": 8.4,
  "max_force_ev_per_a": 3.001
}